Here is C77H154F30N13O22S10 as an isolated structure at a distorted geometry from the OMol25 dataset. Energies are from ωB97M-V with the def2-TZVPD basis set.

Computed properties:
Net charge: +3
Calculated total energy in eV: -336610.2834
HOMO-LUMO gap in eV: 8.29
Energy above the lowest of the compared OMol25 structures with the same formula, charge and spin in kcal/mol: 13.4
Lowest unoccupied orbital energy in eV: -5.2

Cartesian coordinates (Å):
S1 -5.6158 -2.2150 2.4584
S2 -0.7727 2.8503 4.7552
S3 -4.6295 -2.4605 -0.0741
S4 1.0560 0.7076 4.6638
S5 -0.6320 -8.6627 -1.0355
S6 0.2573 -5.9404 -0.4273
S7 9.3855 3.2074 0.4802
S8 0.5630 0.5154 -3.8402
S9 7.3960 4.8283 -0.6242
S10 2.7960 -1.2666 -3.5462
F1 -5.0254 -2.3228 -2.5157
F2 -4.4303 -0.0367 3.5015
F3 3.5011 0.6373 5.3242
F4 3.7217 -3.5135 -3.0147
F5 -6.1138 -0.9203 4.6267
F6 -6.4225 0.3339 2.8353
F7 5.3689 5.4325 -1.9743
F8 5.0244 3.8498 -0.4154
F9 8.2518 2.7267 2.9839
F10 0.6681 -0.6345 -6.1564
F11 0.4363 -9.6336 1.2085
F12 10.3978 3.2459 2.8757
F13 1.5241 -3.5231 -2.8159
F14 -1.2151 -1.1287 -5.2236
F15 2.0967 1.2160 6.9983
F16 -2.8049 3.9605 5.6185
F17 0.2753 -11.0499 -0.4293
F18 -6.7196 -1.5371 -1.3468
F19 8.8986 4.7180 2.5766
F20 1.6045 -7.1029 1.6626
F21 -0.7952 0.8823 -6.0370
F22 0.2794 -5.4577 2.1780
F23 1.7983 -9.4099 -0.4000
F24 2.6070 2.6398 5.4190
F25 -1.7405 2.8989 7.1621
F26 2.1314 -5.0646 1.0191
F27 2.6731 -2.6097 -1.2630
F28 5.9569 3.3354 -2.3095
F29 -5.0742 -0.3069 -1.4865
F30 -2.9234 1.8108 5.7251
O1 6.9606 5.7700 0.3760
O2 1.3238 -5.9200 -1.3942
O3 -0.5336 -4.7374 -0.3578
O4 3.9279 -0.5616 -2.9596
O5 -1.8457 -6.1244 -6.7942
O6 1.3721 1.0401 3.3146
O7 1.4596 1.5234 -4.3581
O8 -0.1691 -8.6125 -2.3896
O9 -1.9177 -9.2272 -0.7528
O10 4.6465 7.6705 0.1680
O11 -3.2199 -2.1945 -0.2035
O12 -4.5299 -3.0908 2.8564
O13 -0.1022 4.0875 5.0893
O14 -5.0468 -3.8297 -0.0562
O15 2.9860 -1.7617 -4.9085
O16 -6.9721 -2.6685 2.5239
O17 -1.2684 2.6689 3.3880
O18 10.3551 4.1766 0.1170
O19 0.9097 -0.7373 4.8915
O20 8.0218 5.3548 -1.8442
O21 9.5878 1.8295 0.3231
O22 -0.5560 0.8709 -3.0125
N1 0.3215 -1.0227 0.8779
N2 -4.3150 -6.7433 2.1615
N3 -0.1107 1.5919 5.2501
N4 8.0166 3.4613 -0.2205
N5 1.3461 -0.7341 -3.2831
N6 -0.6225 -7.1829 -0.3146
N7 -5.2308 -1.6373 1.0709
N8 -2.3855 -5.0572 -4.0693
N9 -1.1220 -1.6081 8.5933
N10 -5.5581 3.1874 0.4411
N11 0.4023 7.4299 -7.1750
N12 7.6136 0.0246 -2.2520
N13 1.8906 6.6922 0.5928
C1 -3.2271 -5.8539 1.6049
C2 7.1873 -0.1676 0.3152
C3 -0.7610 -2.4906 2.5340
C4 -1.1929 -0.5990 10.7926
C5 -5.4746 -5.9754 2.7942
C6 0.4010 9.0976 -8.8564
C7 -1.0782 -5.0405 -4.8637
C8 -4.7426 -7.6883 1.0603
C9 2.6865 -2.8094 -2.5724
C10 1.1281 -5.8636 1.2558
C11 -2.9361 -8.7129 2.4211
C12 0.6020 -2.1243 1.9098
C13 8.9980 0.5299 -2.2201
C14 -1.0723 7.3400 -6.8772
C15 7.6228 -1.5110 -2.3534
C16 7.0680 0.4502 -3.5494
C17 2.6100 5.3905 0.9044
C18 2.4185 1.3393 5.7009
C19 -0.7894 -4.3894 5.5705
C20 -2.4679 -6.3384 -3.4126
C21 2.0706 4.5793 2.0711
C22 6.3820 0.5760 1.3651
C23 1.1307 8.6737 -6.5815
C24 5.0249 0.0070 1.6058
C25 -7.4512 4.6785 -0.4513
C26 -5.6350 -0.5884 3.3987
C27 -7.9311 -6.0830 3.3271
C28 -8.7324 5.4445 -0.0212
C29 -5.4240 -1.6058 -1.4419
C30 7.6890 -0.5610 -4.5884
C31 -0.3083 -0.1453 -5.3604
C32 -0.7401 -0.2420 1.5254
C33 -2.3161 -4.0271 -3.0380
C34 1.1339 6.1051 -6.7560
C35 0.2608 -1.5279 8.0770
C36 -1.0735 -1.9453 10.0385
C37 0.5957 7.6205 -8.6263
C38 -1.7832 -0.2064 8.5274
C39 0.5544 -9.8035 -0.1189
C40 1.2394 0.9947 -0.0700
C41 -3.5470 -4.8166 -4.9853
C42 1.0587 9.7515 -7.6462
C43 -4.7044 3.3029 -0.8197
C44 1.0968 5.7451 -5.2842
C45 6.7925 0.4152 -1.0802
C46 2.1180 4.6493 -5.0046
C47 8.2056 -1.8530 -3.7794
C48 3.6122 8.2885 -0.5409
C49 -1.9619 -2.6355 7.8736
C50 2.5095 1.6631 -0.6761
C51 -6.4008 1.9105 0.2816
C52 9.2252 3.4934 2.3566
C53 0.0430 5.4798 -0.5981
C54 -2.1176 -2.4163 6.3459
C55 2.5241 7.2897 -0.6538
C56 -0.2659 -1.7481 -0.2799
C57 5.9342 8.1704 -0.1178
C58 -0.8426 -6.1391 -5.8344
C59 -6.5712 -6.7800 3.5152
C60 2.0132 4.1557 -3.6000
C61 -6.4839 4.3412 0.6372
C62 -1.5194 -1.2084 2.4988
C63 -1.6411 -6.9348 -7.9510
C64 -4.5362 3.1059 1.5653
C65 -3.4378 2.4965 -0.5575
C66 -1.1729 0.4627 9.7170
C67 0.4096 6.4617 0.4185
C68 2.0594 7.5906 1.7949
C69 -2.1431 -3.7069 5.5331
C70 -3.4145 2.2525 0.9336
C71 -2.1324 2.8710 5.8948
C72 1.5630 -0.3589 0.4517
C73 5.8545 4.3013 -1.3333
C74 -3.6928 -6.5799 -2.4761
C75 -3.6826 -7.6470 3.1857
C76 -3.9617 -8.9985 1.2922
C77 -3.3809 -3.5765 -5.8903
H1 -0.0456 6.2578 1.3910
H2 2.9138 6.4383 -1.1646
H3 -0.5543 -1.0453 -1.0149
H4 -4.6489 -6.4724 -2.9786
H5 -3.7129 -5.9336 -1.5964
H6 1.0444 3.6405 -3.3957
H7 -2.9501 -4.3719 5.8895
H8 1.0721 4.1561 2.0601
H9 0.0840 6.8756 -9.2116
H10 0.0474 5.5094 -4.9979
H11 5.2070 -0.9717 2.0702
H12 5.9719 0.2804 -3.5461
H13 0.1208 -5.7219 -6.2941
H14 -1.5150 0.1993 7.5862
H15 6.8873 1.4968 -0.9510
H16 8.2187 -1.9435 -1.5588
H17 2.7329 3.7099 2.1104
H18 -1.0496 5.6272 -0.7067
H19 -1.1034 -4.1089 -5.4404
H20 5.7893 9.2358 -0.5074
H21 0.4457 10.6200 -7.3562
H22 6.5611 -1.7922 -2.2812
H23 -0.5072 -4.8210 6.5118
H24 -1.3037 -1.7620 5.9960
H25 1.9723 -0.8652 -0.4324
H26 3.1066 5.1240 -5.2364
H27 5.7454 0.2226 -1.4537
H28 3.6196 5.7222 1.0208
H29 0.4886 5.6813 -1.5707
H30 3.0451 1.0433 -1.4479
H31 0.7477 5.2802 -7.3398
H32 6.3454 7.5630 -0.9165
H33 -5.0606 2.7939 2.4312
H34 -5.3277 2.9613 -1.6523
H35 2.5508 4.7605 0.0085
H36 0.0684 -3.8007 5.2125
H37 -0.6783 9.3026 -8.9220
H38 0.4312 -2.4918 -0.7417
H39 2.1778 8.3665 -6.3983
H40 9.3633 0.3007 -1.2111
H41 -3.0180 -1.8075 6.2451
H42 1.3046 -1.7808 2.7086
H43 -4.5042 4.3565 -0.9572
H44 -4.9947 -5.1927 3.4035
H45 -1.9700 -0.5773 11.5254
H46 3.1011 7.7351 1.9911
H47 8.2406 -0.0345 0.5502
H48 0.4089 0.9396 -0.8001
H49 -0.6139 -7.1062 -5.3727
H50 -2.9666 -2.6942 8.3089
H51 1.3407 6.5942 -4.6291
H52 -4.4379 -4.7742 -4.3436
H53 1.6644 7.3562 -8.8981
H54 -1.2607 -3.3219 1.9825
H55 -2.8434 -0.3827 8.6403
H56 -1.4239 8.3500 -7.1333
H57 -3.7103 -5.6752 -5.5928
H58 -0.1551 -2.5249 10.1251
H59 -1.8434 -7.9979 -7.7412
H60 0.9034 -1.1445 8.8661
H61 -7.0566 4.0382 1.5181
H62 7.6696 -2.7266 -4.0885
H63 -1.2004 7.2151 -5.7997
H64 1.5383 7.1420 2.6354
H65 -7.1349 1.9202 -0.5426
H66 -1.9075 -3.1068 -3.5234
H67 -2.4800 2.3357 1.4839
H68 0.7940 9.4429 -9.8319
H69 0.9615 1.6133 0.7952
H70 6.9890 0.4386 2.3206
H71 -2.3820 -6.5576 -8.6601
H72 -4.4638 -7.1363 0.1561
H73 -3.7004 1.2083 1.0878
H74 -5.8351 -7.8629 1.0195
H75 -0.5368 -2.7525 3.5542
H76 -0.6069 -6.8658 -8.3041
H77 -0.1456 0.7654 9.4996
H78 8.5524 -0.1050 -5.0899
H79 -5.6838 1.0809 0.1872
H80 -9.2005 5.7659 -0.9223
H81 2.8312 3.5884 -3.1738
H82 -1.5867 -0.7637 3.5180
H83 1.0347 -2.9863 1.3878
H84 4.3203 0.4623 2.3031
H85 -2.4131 -3.4090 4.5296
H86 3.2443 1.8255 0.1645
H87 -8.0494 -5.1306 3.7975
H88 2.1660 5.0538 3.0290
H89 -8.4723 6.2322 0.6798
H90 -9.3714 4.7298 0.5061
H91 1.9443 3.7841 -5.6464
H92 6.4418 1.6682 1.1889
H93 0.6695 8.9509 -5.5777
H94 3.2295 9.2735 -0.1740
H95 9.5371 0.0266 -3.0216
H96 -3.4857 -2.7038 -5.2393
H97 -0.2702 -4.8687 -4.1629
H98 -2.5378 -6.5354 1.1037
H99 1.6265 8.5876 1.5724
H100 -8.8452 -6.5572 3.5838
H101 -0.2885 -0.6040 11.4189
H102 -0.3198 0.5230 2.1897
H103 1.6718 7.6678 -1.2164
H104 -1.0701 -2.4237 0.0608
H105 -6.3296 -6.8974 4.5929
H106 -2.4854 -7.1103 -4.1906
H107 -3.5600 -9.4506 0.4110
H108 2.1785 6.2535 -7.0094
H109 -4.2290 4.1487 1.6710
H110 9.2504 -1.9876 -3.8002
H111 -2.5097 -1.3969 2.1587
H112 -0.7628 -5.2311 4.9152
H113 3.8924 8.3859 -1.5949
H114 2.2156 -0.3527 1.3202
H115 6.5527 8.2553 0.7900
H116 -3.6495 -5.0716 1.0280
H117 -1.8849 -2.6533 10.2325
H118 2.2868 2.6911 -0.9806
H119 -6.8861 5.1941 -1.2370
H120 -3.5026 1.5733 -1.1220
H121 -4.1711 -3.6421 -6.6253
H122 -3.6346 -7.6087 -2.1527
H123 -2.4287 -3.5518 -6.3914
H124 -0.0682 7.3777 0.0934
H125 7.2576 1.5285 -3.7464
H126 -1.5277 6.6121 -7.5448
H127 -8.1173 -5.8739 2.2953
H128 4.4663 -0.3261 0.7270
H129 -1.6696 -4.4447 -2.2799
H130 -3.2860 -3.7175 -2.6529
H131 -3.0845 -7.0384 3.8384
H132 -1.5063 -6.3953 -2.8561
H133 -7.7930 3.7579 -0.8925
H134 -5.8966 5.2314 0.8990
H135 -5.8804 -5.4433 1.9046
H136 -2.5047 2.9703 -0.8271
H137 -4.4789 -8.1250 3.7228
H138 -4.6580 -9.6954 1.7810
H139 2.0031 10.1524 -7.9886
H140 0.2591 4.4347 -0.4009
H141 6.9393 -0.8674 -5.3048
H142 -1.7698 1.3126 10.0010
H143 8.9740 1.5934 -2.3487
H144 -2.7115 -9.5504 3.1140
H145 -1.5013 -3.6092 8.0845
H146 -2.6372 -5.4278 2.4480
H147 6.8475 -1.1946 0.3657
H148 1.9603 5.0544 -2.9848
H149 0.6226 -2.5461 7.9668
H150 -1.5149 0.0813 0.8675
H151 0.3400 -0.9470 7.1384
H152 -6.8813 1.8108 1.2484
H153 -1.9817 -8.3368 2.0111
H154 -6.7088 -7.8086 3.0921